Record 1
Formula: C3H5IS
Source: the OMol25 dataset
Level of theory: ωB97M-V/def2-TZVPD

```
10
C3H5IS | the OMol25 dataset | ωB97M-V/def2-TZVPD
C 1.30 -0.61 0.02
C 1.21 -1.86 -0.32
C -0.76 0.30 0.36
S -0.84 1.33 -0.97
I 2.88 -2.82 -1.14
H 2.06 0.19 0.06
H 0.17 -2.30 -0.30
H -1.11 -0.72 0.10
H -0.74 0.61 1.46
H 0.31 1.97 -0.52
```

The value obtained for the frontier orbital gap is 8.22 eV. Its relative energy (zero: lowest compared OMol25 entry of this formula, charge and spin) is 3.3141 eV. The calculation puts the HOMO energy at -8.2 eV. For the strongest force on any atom, the calculation gives 5.3 eV/Å. As for the net charge: 0.

Record 2
Formula: C3H3Cl2NO2S
Source: the OMol25 dataset
Level of theory: ωB97M-V/def2-TZVPD

```
12
C3H3Cl2NO2S | the OMol25 dataset | ωB97M-V/def2-TZVPD
C -0.15 1.16 -0.25
C -1.08 -0.07 -0.33
C -0.70 -1.26 0.43
N 1.19 0.92 -0.28
O -0.58 2.28 -0.23
O 2.99 -0.48 0.89
S 2.13 -0.54 -0.28
Cl -2.69 0.54 0.31
Cl -1.02 -2.80 -0.21
H -1.26 -0.29 -1.38
H -0.56 -1.22 1.49
H 1.73 1.77 -0.16
```

The value obtained for the frontier orbital gap (alpha / beta) is 7.35 / 8.24 eV. Its relative energy (zero: lowest compared OMol25 entry of this formula, charge and spin) is 0.7273 eV. The calculation puts the HOMO energy (alpha / beta) at -8.9 / -9.4 eV. For the strongest force on any atom, the calculation gives 1.7 eV/Å. As for the net charge: 0.

It is found that the electronic energy values, taken in the order of the records, are -813.03150, -1639.84395 a.u..